i | A cluster of 3 separate species, C2H10NO2 in total. Source: the OMol25 dataset; level of theory: ωB97M-V/def2-TZVPD.

Lowest unoccupied orbital energy ... -3.479 eV
HOMO level ... -14.173 eV
HOMO-LUMO gap ... 10.69 eV

ORCA input file:
```
! RIJCOSX wB97M-V def2-TZVPD def2/J DEFGRID3
* xyz 1 1
C -0.34 -0.27 -1.33
C 0.57 -0.14 -2.28
N -0.16 0.06 0.08
H -1.20 -0.93 -1.44
H 0.21 0.18 -3.27
H 1.66 -0.14 -2.29
H -0.64 -0.61 0.75
H -0.35 1.04 0.32
H 0.82 -0.04 0.37
H 0.82 2.70 2.37
H 1.46 2.90 1.00
O 0.81 2.39 1.47
H -1.60 -2.65 0.77
H -1.09 -2.34 2.21
O -0.96 -2.15 1.28
*
```

Atom charges from the Löwdin analysis, given in e for atoms 1 to 6: number 1, C, carries -0.153; number 2, C, carries 0.074; number 3, N, carries 0.143; number 4, H, carries 0.122; number 5, H, carries 0.091; number 6, H, carries 0.085



ii | A cluster of 3 separate species, C2H10NO2 in total. Source: the OMol25 dataset; level of theory: ωB97M-V/def2-TZVPD.

Lowest unoccupied orbital energy ... -3.176 eV
HOMO level ... -15.111 eV
HOMO-LUMO gap ... 11.94 eV

ORCA input file:
```
! RIJCOSX wB97M-V def2-TZVPD def2/J DEFGRID3
* xyz 1 1
C -1.14 -0.47 -0.34
C -0.95 -1.48 -1.17
N -0.20 0.56 0.00
H -2.11 -0.31 0.27
H -1.77 -2.17 -1.26
H 0.04 -1.68 -1.67
H 0.42 0.75 -0.84
H -0.56 1.50 0.20
H 0.24 0.34 0.91
H -0.99 -0.50 2.83
H 0.32 -0.39 3.52
O -0.16 -0.01 2.75
H 2.21 0.79 -2.46
H 2.71 1.76 -1.07
O 1.95 1.31 -1.68
*
```

Atom charges from the Löwdin analysis, given in e for atoms 1 to 6: number 1, C, carries -0.192; number 2, C, carries 0.071; number 3, N, carries 0.148; number 4, H, carries 0.155; number 5, H, carries 0.078; number 6, H, carries 0.105



Each structure's energy above the most stable one, in kcal/mol: i 8.7; ii 0.0.



i | A structure of composition C4H7N2OS. Source: the OMol25 dataset; level of theory: ωB97M-V/def2-TZVPD.

Lowest unoccupied orbital energy (alpha / beta) ... -6.721 / -6.721 eV
HOMO level (alpha / beta) ... -14.323 / -14.322 eV
HOMO-LUMO gap (alpha / beta) ... 7.60 / 7.60 eV

ORCA input file:
```
! RIJCOSX wB97M-V def2-TZVPD def2/J DEFGRID3
* xyz 1 1
C 0.40 1.34 0.40
C -0.85 -1.40 0.77
C -0.51 0.63 -0.56
C 0.82 -0.22 -1.00
N -1.48 -0.40 -0.05
N 1.55 0.51 0.02
O 2.69 0.56 0.47
S 0.88 -1.75 0.04
H 0.54 2.43 0.13
H 0.16 1.57 1.51
H -0.77 -1.10 1.78
H -1.44 -2.28 0.50
H -1.10 1.26 -1.14
H 1.10 -0.34 -2.05
H -1.98 -0.80 -0.84
*
```

Atom charges from the Löwdin analysis, given in e for atoms 1 to 6: number 1, C, carries -0.042; number 2, C, carries -0.356; number 3, C, carries -0.185; number 4, C, carries -0.322; number 5, N, carries -0.056; number 6, N, carries -0.216



ii | A structure of composition C4H7N2OS. Source: the OMol25 dataset; level of theory: ωB97M-V/def2-TZVPD.

Lowest unoccupied orbital energy (alpha / beta) ... -4.343 / -5.431 eV
HOMO level (alpha / beta) ... -12.401 / -12.638 eV
HOMO-LUMO gap (alpha / beta) ... 8.06 / 7.21 eV

ORCA input file:
```
! RIJCOSX wB97M-V def2-TZVPD def2/J DEFGRID3
* xyz 1 1
C -3.06 -1.18 -0.21
C -3.01 1.12 0.05
C -2.20 -0.02 -0.17
C 0.74 -0.16 0.64
N -4.32 -0.94 -0.11
N 1.58 0.38 -0.40
O -0.97 0.01 -0.52
S -4.63 0.67 0.10
H -2.71 -2.18 -0.37
H -2.69 2.14 0.11
H 0.76 -1.23 0.77
H 0.55 0.45 1.50
H 1.57 1.41 -0.38
H 1.16 0.08 -1.30
H 2.55 0.05 -0.34
*
```

Atom charges from the Löwdin analysis, given in e for atoms 1 to 6: number 1, C, carries -0.168; number 2, C, carries -0.289; number 3, C, carries -0.463; number 4, C, carries 0.045; number 5, N, carries -0.269; number 6, N, carries 0.153



Each structure's energy above the most stable one, in kcal/mol: i 35.7; ii 0.0.



i | A structure of composition AgH10O5. Source: the OMol25 dataset; level of theory: ωB97M-V/def2-TZVPD.

Lowest unoccupied orbital energy ... -3.664 eV
HOMO level ... -14.146 eV
HOMO-LUMO gap ... 10.48 eV

ORCA input file:
```
! RIJCOSX wB97M-V def2-TZVPD def2/J DEFGRID3
* xyz 1 1
Ag -14.90 18.23 5.09
O -16.25 16.94 3.85
H -15.84 16.13 4.17
H -16.63 16.75 3.00
O -13.08 16.78 4.56
H -13.13 16.46 3.65
H -12.17 16.64 4.94
O -15.43 17.75 7.60
H -15.75 17.18 8.29
H -14.58 17.99 7.92
O -13.02 19.67 6.03
H -12.41 20.15 5.49
H -12.56 19.54 6.87
O -13.79 19.33 2.85
H -14.01 18.96 2.04
H -12.92 19.03 2.96
*
```

Atom charges from the Löwdin analysis, given in e for atoms 1 to 6: number 1, Ag, carries 0.785; number 2, O, carries -0.064; number 3, H, carries 0.057; number 4, H, carries 0.063; number 5, O, carries -0.100; number 6, H, carries 0.058



ii | A structure of composition AgH10O5. Source: the OMol25 dataset; level of theory: ωB97M-V/def2-TZVPD.

Lowest unoccupied orbital energy ... -3.579 eV
HOMO level ... -13.298 eV
HOMO-LUMO gap ... 9.72 eV

ORCA input file:
```
! RIJCOSX wB97M-V def2-TZVPD def2/J DEFGRID3
* xyz 1 1
Ag -0.13 -0.38 0.23
O -1.55 0.97 -0.77
H -2.02 0.39 -1.35
H -1.76 1.86 -1.09
O -0.76 -1.96 -1.24
H -0.42 -2.86 -1.23
H -0.97 -1.84 -2.19
O 1.84 -0.81 1.62
H 2.21 -1.25 2.37
H 2.42 -0.94 0.88
O -0.72 0.81 2.19
H -1.13 1.58 1.79
H -0.39 1.11 3.01
O 1.17 0.95 -1.07
H 1.49 0.61 -1.87
H 0.70 1.76 -1.29
*
```

Atom charges from the Löwdin analysis, given in e for atoms 1 to 6: number 1, Ag, carries 0.747; number 2, O, carries -0.077; number 3, H, carries 0.046; number 4, H, carries 0.092; number 5, O, carries -0.074; number 6, H, carries 0.065



Each structure's energy above the most stable one, in kcal/mol: i 0.0; ii 3.1.



i | The molecule C2H5FN2O3. Source: the OMol25 dataset; level of theory: ωB97M-V/def2-TZVPD.

Lowest unoccupied orbital energy ... 0.420 eV
HOMO level ... -10.237 eV
SMILES ... N[C@@](F)(CO)[N+](=O)[O-]
HOMO-LUMO gap ... 10.66 eV

ORCA input file:
```
! RIJCOSX wB97M-V def2-TZVPD def2/J DEFGRID3
* xyz 0 1
C 0.06 0.66 -0.09
C -0.72 -0.45 -0.81
N -0.38 -1.72 -0.33
N -0.15 -0.44 -2.26
O 1.02 -0.42 -2.40
O -0.93 -0.51 -3.20
O -0.36 1.90 -0.47
F -2.10 -0.37 -0.99
H 1.03 0.41 -0.44
H 0.02 0.60 0.99
H 0.52 -1.96 -0.67
H -1.20 -2.43 -0.50
H -0.88 2.38 0.14
*
```

Atom charges from the Löwdin analysis, given in e for atoms 1 to 6: number 1, C, carries -0.197; number 2, C, carries -0.445; number 3, N, carries 0.128; number 4, N, carries -0.343; number 5, O, carries 0.086; number 6, O, carries 0.096



ii | The molecule C2H5FN2O3. Source: the OMol25 dataset; level of theory: ωB97M-V/def2-TZVPD.

Lowest unoccupied orbital energy ... 0.372 eV
HOMO level ... -9.668 eV
SMILES ... N[C@@](F)(CO)[N+](=O)[O-]
HOMO-LUMO gap ... 10.04 eV

ORCA input file:
```
! RIJCOSX wB97M-V def2-TZVPD def2/J DEFGRID3
* xyz 0 1
C 0.89 0.01 1.05
C -0.44 -0.44 -0.12
N 0.02 -0.64 -1.45
N -1.66 0.58 -0.12
O -1.29 1.62 -0.64
O -2.68 0.38 0.49
O 1.93 0.58 0.40
F -0.97 -1.55 0.44
H 1.15 -1.04 1.29
H 0.38 0.66 1.65
H 0.04 -1.63 -1.66
H 0.78 -0.05 -1.60
H 1.86 1.53 0.26
*
```

Atom charges from the Löwdin analysis, given in e for atoms 1 to 6: number 1, C, carries -0.106; number 2, C, carries -0.387; number 3, N, carries 0.143; number 4, N, carries -0.341; number 5, O, carries 0.053; number 6, O, carries 0.105



Each structure's energy above the most stable one, in kcal/mol: i 0.0; ii 11.1.



i | A cluster of 7 separate species, C14H42O7 in total. Source: the OMol25 dataset; level of theory: ωB97M-V/def2-TZVPD.

Lowest unoccupied orbital energy ... 0.327 eV
HOMO level ... -9.667 eV
SMILES ... CCO.CCO.CCO.CCO.CCO.CCO.CCO
HOMO-LUMO gap ... 9.99 eV

ORCA input file:
```
! RIJCOSX wB97M-V def2-TZVPD def2/J DEFGRID3
* xyz 0 1
C -1.56 1.61 3.92
C -2.62 0.94 4.76
O -2.30 -0.41 5.10
H -0.77 1.99 4.58
H -2.00 2.48 3.42
H -1.02 1.02 3.18
H -3.55 0.89 4.18
H -2.88 1.51 5.65
H -2.07 -0.44 6.03
C 2.99 -4.05 -3.27
C 2.52 -2.90 -4.13
O 1.95 -1.86 -3.32
H 2.32 -4.31 -2.46
H 4.01 -3.90 -2.89
H 3.14 -4.88 -3.97
H 1.74 -3.26 -4.81
H 3.31 -2.46 -4.75
H 1.41 -1.30 -3.88
C 3.81 -2.36 1.87
C 2.61 -3.29 1.92
O 1.87 -3.36 0.68
H 4.29 -2.34 2.85
H 3.51 -1.36 1.53
H 4.53 -2.68 1.11
H 1.89 -2.92 2.67
H 2.86 -4.32 2.17
H 1.69 -2.42 0.48
C -2.99 1.86 -2.12
C -3.49 0.67 -1.30
O -3.30 0.97 0.09
H -2.85 2.80 -1.58
H -3.77 2.13 -2.84
H -2.12 1.59 -2.70
H -2.89 -0.19 -1.59
H -4.54 0.49 -1.55
H -3.86 0.36 0.60
C 0.11 0.87 0.56
C 0.35 0.29 -0.82
O 1.39 -0.69 -0.67
H -0.07 0.05 1.25
H -0.79 1.47 0.60
H 0.97 1.46 0.87
H 0.69 1.03 -1.55
H -0.59 -0.16 -1.15
H 1.61 -1.03 -1.55
C -5.92 3.45 0.39
C -4.98 3.47 1.58
O -3.61 3.51 1.21
H -5.60 4.11 -0.41
H -6.90 3.81 0.73
H -6.07 2.45 -0.02
H -5.15 2.61 2.25
H -5.14 4.35 2.21
H -3.38 2.68 0.75
C 5.02 0.15 -2.63
C 4.66 -0.32 -1.22
O 3.84 0.70 -0.63
H 5.46 1.14 -2.64
H 4.08 0.28 -3.17
H 5.57 -0.61 -3.18
H 5.50 -0.46 -0.54
H 4.11 -1.26 -1.33
H 2.95 0.32 -0.51
*
```

Atom charges from the Löwdin analysis, given in e for atoms 1 to 6: number 1, C, carries -0.080; number 2, C, carries -0.315; number 3, O, carries -0.082; number 4, H, carries 0.075; number 5, H, carries 0.069; number 6, H, carries 0.053



ii | A cluster of 7 separate species, C14H42O7 in total. Source: the OMol25 dataset; level of theory: ωB97M-V/def2-TZVPD.

Lowest unoccupied orbital energy ... 0.323 eV
HOMO level ... -10.189 eV
SMILES ... CCO.CCO.CCO.CCO.CCO.CCO.CCO
HOMO-LUMO gap ... 10.51 eV

ORCA input file:
```
! RIJCOSX wB97M-V def2-TZVPD def2/J DEFGRID3
* xyz 0 1
C 5.76 -6.05 -1.23
C 4.64 -5.01 -1.55
O 5.27 -3.79 -1.96
H 5.43 -6.94 -0.70
H 6.51 -5.75 -0.49
H 6.32 -6.25 -2.14
H 4.04 -4.89 -0.64
H 3.97 -5.44 -2.29
H 4.71 -3.37 -2.61
C 2.92 2.88 0.11
C 2.74 4.31 -0.30
O 1.44 4.64 -0.68
H 3.93 2.54 0.32
H 2.46 2.18 -0.58
H 2.31 2.70 0.99
H 3.42 4.66 -1.08
H 3.01 4.89 0.58
H 1.43 5.49 -1.12
C -2.66 -1.22 0.44
C -3.35 0.13 0.34
O -3.00 0.65 -0.89
H -2.97 -1.75 1.33
H -1.58 -1.06 0.50
H -2.85 -1.84 -0.44
H -3.03 0.81 1.13
H -4.44 0.01 0.38
H -2.17 1.13 -0.85
C -8.90 -2.33 -5.66
C -8.02 -1.53 -4.71
O -6.76 -1.21 -5.27
H -9.11 -1.78 -6.57
H -9.88 -2.69 -5.33
H -8.35 -3.23 -5.93
H -7.97 -2.06 -3.75
H -8.61 -0.67 -4.41
H -6.23 -0.75 -4.61
C 0.55 1.30 -6.49
C 0.81 -0.24 -6.53
O 2.22 -0.40 -6.46
H 1.06 1.75 -5.64
H -0.53 1.42 -6.44
H 0.86 1.72 -7.45
H 0.43 -0.67 -7.46
H 0.35 -0.77 -5.70
H 2.60 0.11 -7.17
C -0.88 4.99 6.56
C -1.58 5.92 7.57
O -2.51 5.12 8.24
H -1.61 4.45 5.96
H -0.21 4.28 7.05
H -0.32 5.64 5.89
H -2.16 6.69 7.05
H -0.84 6.31 8.27
H -2.98 5.77 8.77
C 4.60 -2.78 5.52
C 3.49 -1.88 6.09
O 2.75 -2.61 7.11
H 4.24 -3.68 5.01
H 5.43 -2.95 6.20
H 5.04 -2.29 4.65
H 2.83 -1.55 5.29
H 3.96 -1.00 6.52
H 1.99 -2.05 7.27
*
```

Atom charges from the Löwdin analysis, given in e for atoms 1 to 6: number 1, C, carries -0.091; number 2, C, carries -0.306; number 3, O, carries -0.078; number 4, H, carries 0.064; number 5, H, carries 0.063; number 6, H, carries 0.068



Each structure's energy above the most stable one, in kcal/mol: i 0.0; ii 36.8.



i | A structure of composition C35H48N4OReSi2Te. Source: the OMol25 dataset; level of theory: ωB97M-V/def2-TZVPD.

Lowest unoccupied orbital energy (alpha / beta) ... -7.802 / -7.842 eV
HOMO level (alpha / beta) ... -13.399 / -13.411 eV
HOMO-LUMO gap (alpha / beta) ... 5.60 / 5.57 eV

ORCA input file:
```
! RIJCOSX wB97M-V def2-TZVPD def2/J DEFGRID3
* xyz 2 2
Re -0.03 0.53 -0.97
C 0.28 5.86 1.15
C -0.38 6.03 -0.06
C -0.70 4.93 -0.84
C -0.37 3.64 -0.39
C 0.31 3.48 0.82
C 0.63 4.59 1.58
N -0.76 2.49 -1.14
N -1.68 2.73 -1.99
C -2.14 1.64 -2.66
C -3.19 1.78 -3.57
C -3.70 0.66 -4.18
C -3.14 -0.58 -3.88
C -2.10 -0.65 -2.98
N -1.59 0.43 -2.36
H 0.53 6.72 1.75
H -0.65 7.02 -0.40
H -1.19 5.05 -1.79
H 0.56 2.49 1.17
H 1.15 4.46 2.52
H -3.56 2.78 -3.77
H -4.53 0.73 -4.87
H -3.51 -1.49 -4.34
H -1.64 -1.61 -2.75
C 0.60 -1.57 -1.24
Si -0.04 -2.45 0.32
C -1.72 -1.55 0.54
N -1.60 -0.07 0.67
C -2.93 0.57 0.45
C -3.84 0.47 1.67
C -3.24 1.25 2.85
C -1.74 1.50 2.64
C -1.08 0.27 2.04
C 1.12 -2.41 1.78
C 0.70 -2.50 3.11
C 1.61 -2.58 4.14
C 2.97 -2.61 3.87
C 3.42 -2.55 2.56
C 2.50 -2.45 1.53
C -0.49 -4.26 -0.01
C -1.68 -4.63 -0.63
C -2.04 -5.96 -0.71
C -1.22 -6.94 -0.17
C -0.03 -6.59 0.44
C 0.34 -5.25 0.51
H 0.19 -2.03 -2.13
H 1.69 -1.64 -1.31
H -2.29 -1.97 1.37
H -2.29 -1.76 -0.37
H -3.40 0.08 -0.41
H -2.79 1.62 0.20
H -3.99 -0.58 1.92
H -4.82 0.86 1.40
H -3.40 0.69 3.77
H -3.75 2.21 2.97
H -1.26 1.72 3.60
H -1.59 2.37 2.00
H -1.28 -0.58 2.71
H 0.00 0.38 2.00
H -0.36 -2.52 3.34
H 1.26 -2.65 5.17
H 3.69 -2.69 4.68
H 4.48 -2.59 2.35
H 2.85 -2.43 0.50
H -2.33 -3.88 -1.07
H -2.98 -6.24 -1.18
H -1.51 -7.98 -0.22
H 0.62 -7.34 0.86
H 1.28 -4.99 0.99
C 3.41 2.78 -0.21
Si 2.99 1.16 0.72
C 2.98 1.42 2.58
C 4.37 -0.04 0.26
O 1.49 0.70 0.27
H 3.63 3.59 0.48
H 2.59 3.11 -0.86
H 4.30 2.63 -0.83
H 3.96 1.81 2.88
H 2.81 0.48 3.11
H 2.22 2.14 2.91
H 5.33 0.44 0.50
H 4.38 -0.26 -0.81
H 4.33 -0.98 0.81
C 1.43 2.62 -3.93
Te 1.95 0.87 -2.81
C 1.43 -0.49 -4.38
H 2.24 2.81 -4.64
H 1.35 3.45 -3.24
H 0.50 2.46 -4.46
H 0.47 -0.22 -4.81
H 1.40 -1.49 -3.96
H 2.21 -0.43 -5.14
*
```

Atom charges from the Löwdin analysis, given in e for atoms 1 to 6: number 1, Re, carries 1.375; number 2, C, carries -0.023; number 3, C, carries -0.037; number 4, C, carries 0.001; number 5, C, carries -0.238; number 6, C, carries -0.065



ii | A structure of composition C35H48N4OReSi2Te. Source: the OMol25 dataset; level of theory: ωB97M-V/def2-TZVPD.

Lowest unoccupied orbital energy (alpha / beta) ... -6.390 / -7.100 eV
HOMO level (alpha / beta) ... -13.058 / -13.085 eV
HOMO-LUMO gap (alpha / beta) ... 6.67 / 5.99 eV

ORCA input file:
```
! RIJCOSX wB97M-V def2-TZVPD def2/J DEFGRID3
* xyz 2 2
Re 0.58 -0.44 0.43
C -0.31 5.11 0.95
C -1.28 4.50 1.75
C -1.27 3.13 1.96
C -0.29 2.35 1.35
C 0.69 2.95 0.57
C 0.67 4.32 0.37
N -0.26 0.91 1.59
N -0.91 0.62 2.69
C -0.82 -0.68 3.01
C -1.38 -1.19 4.19
C -1.17 -2.50 4.50
C -0.40 -3.31 3.63
C 0.10 -2.76 2.49
N -0.11 -1.46 2.16
H -0.32 6.18 0.81
H -2.05 5.10 2.22
H -2.02 2.67 2.58
H 1.47 2.35 0.12
H 1.45 4.79 -0.23
H -1.94 -0.52 4.83
H -1.58 -2.93 5.41
H -0.22 -4.35 3.86
H 0.67 -3.34 1.78
C 1.73 0.30 -1.21
Si 1.13 0.87 -2.89
C -0.32 2.22 -2.90
N -1.55 1.98 -2.28
C -2.39 0.88 -2.71
C -3.87 1.19 -2.51
C -4.13 2.64 -2.91
C -3.34 3.61 -2.02
C -2.15 2.90 -1.33
C 0.56 -0.56 -3.94
C -0.18 -0.37 -5.12
C -0.52 -1.44 -5.94
C -0.11 -2.72 -5.62
C 0.64 -2.94 -4.47
C 0.97 -1.87 -3.64
C 2.44 1.87 -3.75
C 3.04 2.96 -3.11
C 4.01 3.71 -3.74
C 4.42 3.38 -5.03
C 3.84 2.30 -5.68
C 2.86 1.55 -5.05
H 2.54 1.00 -0.96
H 2.29 -0.63 -1.46
H -0.46 2.27 -3.99
H 0.11 3.16 -2.55
H -2.07 -0.01 -2.14
H -2.16 0.67 -3.76
H -4.17 1.03 -1.47
H -4.45 0.50 -3.11
H -5.19 2.87 -2.87
H -3.83 2.77 -3.96
H -3.96 4.01 -1.22
H -2.96 4.46 -2.60
H -2.51 2.31 -0.49
H -1.40 3.60 -0.98
H -0.49 0.62 -5.42
H -1.09 -1.26 -6.84
H -0.37 -3.55 -6.26
H 0.98 -3.93 -4.22
H 1.55 -2.07 -2.75
H 2.74 3.22 -2.10
H 4.46 4.55 -3.23
H 5.18 3.97 -5.52
H 4.16 2.04 -6.68
H 2.42 0.70 -5.57
C -2.59 -3.05 0.60
Si -1.49 -2.86 -0.89
C -2.50 -2.58 -2.42
C -0.31 -4.28 -1.12
O -0.52 -1.47 -0.63
H -3.48 -3.62 0.31
H -2.94 -2.07 0.96
H -2.12 -3.57 1.43
H -2.80 -3.56 -2.81
H -1.96 -2.07 -3.22
H -3.42 -2.03 -2.21
H -0.86 -5.22 -1.08
H 0.47 -4.32 -0.36
H 0.17 -4.22 -2.10
C 2.37 -0.52 3.88
Te 2.88 -0.12 1.86
C 3.95 -1.92 1.50
H 1.98 -1.53 3.96
H 1.63 0.21 4.18
H 3.27 -0.40 4.48
H 4.83 -1.92 2.13
H 4.24 -1.93 0.45
H 3.31 -2.77 1.73
*
```

Atom charges from the Löwdin analysis, given in e for atoms 1 to 6: number 1, Re, carries 1.248; number 2, C, carries -0.059; number 3, C, carries -0.051; number 4, C, carries -0.026; number 5, C, carries -0.251; number 6, C, carries -0.066



Each structure's energy above the most stable one, in kcal/mol: i 0.0; ii 11.8.